A molecular structure, C31H32N4O14P2Ta in a non-equilibrium geometry. Source: the Open Molecules 2025 dataset; level of theory: ωB97M-V/def2-TZVPD.

Summary:
Orbital gap in eV: 6.9
Total charge: +1
HOMO in eV: -10.439
Spin multiplicity: 1
ΔE to the lowest compared entry with this formula, charge and spin in eV: 0.000
Energy in Ha: -3212.787901
LUMO in eV: -3.546

Each line ends with the Löwdin charge.
Element x y z (Å)
C 0.9423 -3.6927 -3.1398  -0.2068
P -1.3899 3.7625 1.5772  0.5505
O -2.7744 3.2182 1.0374  -0.0733
H -0.0722 -2.7818 -6.0953  0.0951
O 1.5864 2.5132 0.7050  -0.2516
C -4.3754 0.3246 2.5244  -0.0542
O 0.6355 5.2863 0.8424  0.0028
C -5.7719 -2.6158 -0.1704  -0.0571
H -5.9665 -0.8262 1.6716  0.1127
H -1.6229 5.9691 -0.4011  0.1017
C 3.7213 1.6406 4.2264  0.0454
H 2.6596 -1.9634 0.5121  0.1241
H 1.4422 2.1211 6.7076  0.1295
C 2.6198 -1.4162 -0.4152  -0.0479
H -5.8358 -3.3443 -0.9760  0.0988
C -1.0994 5.1178 -0.8290  -0.0314
C -2.1376 0.0770 1.5591  -0.1701
C 3.2169 1.9718 5.4811  -0.0101
C 2.5848 -5.1780 -2.2136  -0.0694
H -2.7943 2.2969 0.7450  0.0702
C 1.3733 -0.1221 -2.0253  -0.2439
H 3.3768 -5.8943 -2.3664  0.1093
H -6.5917 -1.9016 -0.2659  0.0975
C 1.4308 -0.8228 -0.8076  -0.2318
O -0.6338 1.8332 -0.0970  -0.3883
H -5.0116 0.7691 3.2698  0.1146
C -0.7265 -1.5545 -0.6631  -0.3295
N 1.5131 1.4649 3.4483  0.0498
H 2.7134 -5.2465 -0.0798  0.1094
C 2.2204 -4.8081 -0.9331  -0.0755
C -0.4385 1.1999 4.6203  -0.5706
C -4.1043 -1.1119 0.6512  -0.2087
H -2.6569 -2.0748 -0.8896  0.1522
H -1.1743 -2.4768 -2.4369  0.1633
H -2.6578 1.2856 3.2637  0.0798
H 4.7787 1.5380 4.0483  0.1287
H 3.8991 2.1539 6.2974  0.1196
H -5.8373 -3.1290 0.7905  0.1054
N 0.2272 -0.8942 -0.0418  0.0528
C 1.8458 1.9612 5.7203  0.0460
H 2.2078 -4.9739 -4.3037  0.1085
C -3.0288 0.6273 2.4953  -0.1446
H 4.6767 -1.7483 -0.8660  0.1178
C 1.9359 -4.6425 -3.3155  -0.0076
H 4.5983 -0.4614 -2.9736  0.1117
C -4.9230 -0.5689 1.6175  -0.0022
C 1.2035 -3.8872 -0.7430  -0.0334
C -2.7236 -0.7846 0.6320  -0.1657
O 0.2358 -3.0794 -4.1391  -0.0998
H 0.0494 -0.2727 -4.3186  0.0935
C -0.1429 0.6258 -3.7250  -0.0501
C 3.7112 -0.5698 -2.3696  -0.0513
H 1.6083 -3.1993 -5.6887  0.1004
C 2.8065 1.3795 3.2154  -0.1401
O 0.1455 0.4023 -2.3572  -0.1401
Ta 0.0422 0.7735 1.6564  2.1160
C 2.5232 0.0111 -2.7897  -0.0150
C 0.5585 -3.4127 -5.4715  -0.0698
O -1.2945 1.5910 5.3705  0.1304
N -2.0321 -1.4618 -0.3706  0.1742
O 1.9028 -0.0298 1.6521  -0.2213
O 0.9847 3.0654 -1.7329  -0.0448
C 3.7582 -1.2876 -1.1915  -0.0530
O -0.5798 0.3041 3.6850  -0.1709
P 0.4941 2.8594 -0.2498  0.3913
N -0.4782 -2.4026 -1.7059  0.1570
H 1.3779 4.7644 1.1818  0.1020
C 2.9908 0.6558 1.8902  -0.5357
C -0.2948 4.4322 0.2491  -0.5869
O -0.6800 2.7206 2.3984  -0.3465
C 1.0123 1.6671 4.6477  -0.1403
H 0.8759 -3.6251 0.2522  0.1247
O -1.7763 5.0047 2.4362  -0.0280
H -2.2932 4.8361 3.2306  0.1221
H 2.5025 0.5605 -3.7176  0.1139
H 1.5659 2.3679 -2.0510  0.0771
H -1.8189 4.4152 -1.2393  0.0920
H -1.2047 0.8656 -3.7550  0.1026
O 3.9891 0.6626 1.2231  0.1582
O -4.5114 -1.9922 -0.3171  -0.1071
H 0.3434 -4.4637 -5.6846  0.1021
H 0.4210 1.4626 -4.1477  0.0909
H -0.4416 5.4648 -1.6219  0.0990
C 0.5880 -3.3053 -1.8392  -0.1705

***

A molecular structure, C31H24Cl2N4O6S2V. Source: the Open Molecules 2025 dataset; level of theory: ωB97M-V/def2-TZVPD.

Summary:
Orbital gap (alpha / beta) in eV: 4.9 / 5.0
Total charge: -2
HOMO (alpha / beta) in eV: -0.773 / -0.807
Spin multiplicity: 4
ΔE to the lowest compared entry with this formula, charge and spin in eV: 0.098
Energy in Ha: -4527.047749
Expectation value of S²: 3.7847
LUMO (alpha / beta) in eV: 4.114 / 4.171

Each line ends with the Löwdin spin population.
Element x y z (Å)
H -4.6768 5.3484 -2.3459  0.0000
H -5.4436 -3.6202 -4.9279  0.0000
H -3.8915 0.1577 4.4575  -0.0003
C -4.8156 4.3131 -2.0667  0.0000
N -0.1205 2.1017 0.1187  0.0002
H 5.1070 -0.6568 0.9717  0.0026
C -5.4587 -0.3856 -3.9220  0.0000
C 5.6415 0.1865 -0.9098  0.0095
C -3.2213 0.9638 4.1344  -0.0007
C -5.9455 -1.6048 -4.3562  0.0000
V 0.0083 0.0885 -0.5340  2.2258
C -4.0910 -0.1847 -3.7193  0.0001
C -5.0746 -2.6546 -4.6069  0.0000
N -3.6052 1.0257 -3.2617  0.0005
H -1.4152 -0.2659 -4.7359  0.0002
C -2.9212 0.8813 2.6479  -0.0061
C -5.5504 3.9564 -0.9457  -0.0001
C 1.8821 4.8190 1.5773  -0.0002
Cl -3.2889 3.8015 -4.2171  0.0000
Cl -5.2896 0.0037 -0.8958  0.0006
H -5.9870 4.7215 -0.3167  0.0000
S -3.2638 2.3558 1.7440  0.0068
H -1.6135 -2.2192 2.5759  0.0005
C 4.7370 -0.2278 0.0498  0.0829
H -3.0181 -3.2480 -4.6531  0.0000
C -1.3879 4.1245 -0.0129  -0.0009
H 1.7768 2.2162 0.9178  0.0020
H -6.1408 0.4262 -3.7001  0.0000
H 5.9325 1.0692 -2.8472  0.0042
H -2.6258 1.0013 -2.9619  0.0001
S -2.0972 -0.6047 0.4520  0.0199
H -1.5752 -1.1375 3.9754  0.0005
C -1.2769 2.7320 -0.1403  0.0072
C 2.4713 -0.5564 0.8690  0.2867
C -0.3611 4.8249 0.5480  0.0031
O -0.3419 -1.4718 -2.0508  0.0048
C -1.6848 -1.0493 -4.0182  0.0010
C -1.0234 -0.6552 -2.7087  0.0113
C 3.3595 -0.1063 -0.1533  0.0289
N 7.0538 0.0302 -0.6716  -0.0022
C 0.7935 4.1281 0.9567  -0.0010
H -0.4241 5.8945 0.7006  0.0002
C -5.1117 1.6370 -1.3911  -0.0001
O -1.1377 0.5473 -2.3157  0.0042
O 1.6396 0.6128 -1.6551  0.0542
O 7.4255 -0.4670 0.3856  -0.0088
H -2.3133 4.6015 -0.3035  -0.0001
H 2.9231 -0.9646 1.7762  0.0151
C 3.8587 0.8849 -2.3399  0.0028
C -4.2311 3.3199 -2.8320  -0.0001
C -2.1603 -1.4374 3.0987  0.0027
C -3.1917 -1.2253 -4.0231  0.0006
O 7.8401 0.3944 -1.5413  -0.0003
H -7.0136 -1.7359 -4.4836  0.0000
C 0.8749 2.7741 0.6936  0.0095
C -4.3484 1.9594 -2.5215  0.0000
H -3.6899 1.9172 4.3661  0.0002
H -2.0369 2.1373 -0.6200  0.0000
C -5.6967 2.6229 -0.6075  -0.0001
C 5.2035 0.7511 -2.1167  0.0690
C 2.8812 0.4694 -1.3917  0.0551
H -6.2042 2.3254 0.2992  0.0000
N 2.7389 5.4014 2.0789  -0.0014
H -1.2304 -1.9812 -4.3491  0.0001
H -3.0960 -1.8734 3.4749  0.0004
C -2.4213 -0.2740 2.1607  0.0111
H 3.4864 1.3162 -3.2605  -0.0016
H -2.3062 0.8788 4.7327  -0.0004
C -3.7125 -2.4425 -4.4422  0.0000
O 1.1908 -0.5412 0.8224  0.0997

***

A single C4H5N3O molecule in a non-equilibrium geometry. Source: the Open Molecules 2025 dataset; level of theory: ωB97M-V/def2-TZVPD.

Summary:
Orbital gap in eV: 10.7
HOMO in eV: -10.087
Spin multiplicity: 1
SMILES: [H]/N=C1\NC(=O)N2C[C@H]12
ΔE to the lowest compared entry with this formula, charge and spin in eV: 3.353
Energy in Ha: -394.844340
LUMO in eV: 0.638

Each line ends with the natural charge from an NBO analysis.
Element x y z (Å)
H 0.8457 0.8426 1.4530  0.2146
C 1.2583 -0.5374 -0.1638  -0.1629
H 0.1504 2.0041 -2.1179  0.3150
C 1.0915 -0.2888 1.2785  -0.2515
N 0.0840 -1.2458 0.6333  -0.3874
C 0.4629 0.3915 -1.0510  0.4036
H 1.7617 -0.7138 1.9694  0.2268
O -1.9955 -0.2639 1.2037  -0.5494
H 1.8567 -1.2332 -0.7704  0.2556
N -0.7525 0.5653 -0.5832  -0.6583
H -1.6078 0.9107 -0.9724  0.4360
N 0.9943 1.2604 -1.8495  -0.6203
C -1.0331 -0.1916 0.5039  0.7782

***

A molecular structure, C30H57BO2P2Ru in a non-equilibrium geometry. Source: the Open Molecules 2025 dataset; level of theory: ωB97M-V/def2-TZVPD.

Summary:
Orbital gap (alpha / beta) in eV: 6.7 / 6.3
Total charge: +1
HOMO (alpha / beta) in eV: -8.279 / -10.870
Spin multiplicity: 6
Energy in Ha: -2129.925568
Expectation value of S²: 8.7778
LUMO (alpha / beta) in eV: -1.579 / -4.613

Each line ends with the Löwdin spin population.
Element x y z (Å)
C 1.3413 2.0703 2.1435  0.0194
C 0.0867 -1.0808 -3.4671  0.0353
C -0.8067 -1.4414 3.1243  0.0138
H 2.0523 1.2739 2.3400  0.0011
H -0.7429 4.8007 0.9992  0.0164
C -4.3000 1.5100 -0.2397  0.0009
C -0.9147 3.8783 -1.9934  0.0244
H -5.7992 0.8746 -1.6228  0.0001
H -3.1187 -2.2873 1.7889  0.0074
C 3.1630 -4.2574 1.8421  0.0012
H 4.4133 -3.0616 -0.1985  0.0000
C 3.1844 -2.7710 1.5523  0.0091
H -1.6237 -1.4451 3.8549  0.0014
O 2.0012 -2.4532 0.7866  0.0352
H -2.1098 -2.5377 0.3369  0.0021
C 0.7840 1.9653 0.7704  0.0935
H -5.0991 2.6927 -2.5962  0.0001
H 0.5516 -3.8298 -2.1489  0.0054
H 3.2489 0.5755 0.5131  0.0031
C 1.5543 2.2448 -2.9145  0.0310
H 0.7782 2.2246 -3.6892  0.0037
H -4.3520 1.4607 0.8495  0.0002
P 0.6521 -1.4551 -1.7874  0.1506
H 3.0456 -3.2514 4.4157  0.0005
H -1.0194 -3.2045 -1.5598  -0.0001
H -3.4791 3.4721 -0.3435  0.0004
H -5.6345 -0.1306 -0.1881  0.0000
H 1.8557 3.0324 2.2839  0.0042
C -2.6079 -1.7824 0.9600  0.0479
H 0.4516 -1.8627 -4.1461  0.0065
C -2.7441 -0.2720 -1.8768  0.0351
H 3.6228 2.1743 -0.1494  0.0039
H -2.7366 2.2701 -4.0344  0.0002
B 1.5235 -1.1568 1.1263  0.1831
H 2.5925 -2.5278 -2.7131  0.0018
C 0.0675 -3.1455 -1.4427  0.0326
C -3.8302 2.5876 -0.8784  0.0009
C 1.5880 1.5477 -0.4151  0.1128
H -0.9596 3.4913 2.1792  0.0001
C -0.2298 2.8676 0.2779  0.2993
C 2.4386 -1.6322 -2.0989  0.0119
H -1.5645 1.4049 2.9468  0.0000
H 0.0482 -0.8951 3.5323  0.0006
C 4.3402 -1.1966 3.3027  0.0012
O 2.1855 -0.7688 2.3288  0.0326
H -1.1203 3.4407 -2.9799  0.0037
H -3.7171 3.7736 -2.6582  0.0001
H 2.9821 -1.7536 -1.1583  0.0008
C -2.3215 0.8162 -2.5338  0.0290
H 4.0324 -4.5248 2.4552  0.0005
H 2.8179 -0.7590 -2.6393  0.0003
C -4.2189 -0.5836 -1.7647  0.0028
H -1.0054 -1.0336 -3.5119  0.0005
H 2.1640 -1.7617 4.7690  0.0000
C -5.0579 0.4215 -0.9451  0.0001
H 0.3527 -3.4282 -0.4248  0.0018
H 4.1225 -0.5335 4.1488  0.0000
H -3.0821 0.4655 2.9451  0.0063
H 4.5373 -1.4040 0.4781  0.0002
H -2.1127 3.6859 0.8477  0.0098
H -4.6512 -0.6284 -2.7806  0.0011
H 1.4356 -3.0053 3.7067  0.0001
C 4.4251 -2.4698 0.7252  0.0014
H -0.5176 -2.4719 2.8986  0.0004
H 5.3092 -2.7800 1.2963  0.0005
H 0.4894 -0.1131 -3.7922  0.0004
H 2.1177 3.1812 -3.0408  0.0131
H -3.3420 -1.2462 0.3506  0.0002
C -3.2798 1.7316 -3.2410  0.0033
C -2.2452 0.8121 2.3227  0.0412
H -4.3551 -1.5914 -1.3483  0.0004
H -2.0538 -1.0249 -1.4861  0.0185
C 3.0479 1.2500 -0.3256  0.0215
H 3.2438 -4.8122 0.8990  0.0000
P -1.3820 -0.6230 1.6176  0.1736
H -1.8776 4.1361 -1.5410  0.0012
H -2.6272 1.4518 1.5203  0.0024
H -4.0420 1.1227 -3.7577  0.0013
C 0.9709 2.1916 -1.5634  0.2402
H 2.2425 1.4135 -3.0771  0.0016
H -0.3747 4.8213 -2.1692  0.0102
H -1.2640 1.0685 -2.6402  0.0058
C 2.3701 -2.5030 3.9869  0.0012
C -4.0228 2.7614 -2.3600  0.0011
C -1.0536 3.7515 1.1233  0.0457
H 4.8573 -0.6306 2.5172  0.0000
H 3.4251 0.7924 -1.2473  0.0010
H 0.5440 1.9930 2.8879  0.0009
Ru 0.1465 0.0340 0.0144  2.8983
H 5.0175 -1.9795 3.6687  0.0005
H 2.2547 -4.5641 2.3729  0.0000
C 3.0510 -1.8229 2.8105  0.0091
C -0.1314 2.9597 -1.1274  0.2165

***

Question: Look up the spin multiplicity of the third one.
Answer: 1